1.
The following is a quantum chemistry calculation of a molecular structure, C21H39CaNP2 at a distorted geometry, from the Open Molecules 2025 dataset.

Properties
E_LUMO (spin up / spin down) in eV: -0.9041 / -0.9923
Gap between HOMO and LUMO (spin up / spin down) in eV: 4.0 / 4.0
ΔE to the lowest compared entry with this formula, charge and spin in kJ/mol: 577.4
F_max in eV/A: 3.0
Energy in a.u.: -2238.285203

```
! RIJCOSX wB97M-V def2-TZVPD def2/J DEFGRID3
* xyz 0 1
Ca -2.12 0.71 1.79
P 2.62 1.94 -0.71
P -1.06 0.97 -1.68
N -2.96 -1.51 2.10
C -0.66 0.12 3.54
C -0.01 2.49 -1.64
C 2.64 -1.27 -2.64
C 1.46 -0.39 -2.66
C 1.07 0.09 0.50
C -3.97 -1.55 3.04
C -4.56 -0.33 3.64
C 1.46 2.34 -2.04
C 0.39 -0.98 -0.34
C -1.62 1.00 -3.41
C 0.31 -0.64 -1.84
C -3.39 -3.69 2.61
C 3.10 -1.84 -1.25
C 2.60 0.30 0.19
C 4.26 1.91 -1.47
C -2.56 -2.81 1.88
C -2.55 1.33 -0.71
C 3.35 -0.89 -0.20
C 2.59 3.40 0.36
C -4.28 -2.89 3.35
C -1.41 -3.21 1.05
H -5.04 -3.22 4.04
H 4.98 1.49 -0.74
H 4.57 2.94 -1.72
H 4.06 -2.34 -1.43
H 1.58 3.83 0.42
H 2.43 -2.66 -0.95
H -2.45 0.29 -3.55
H -4.74 0.48 2.90
H -0.47 -2.78 1.43
H 2.94 3.14 1.36
H 4.28 1.29 -2.37
H -0.47 3.17 -2.37
H 1.83 3.29 -2.46
H 0.42 0.28 3.56
H -3.95 0.07 4.47
H 4.18 -1.12 0.47
H 1.64 1.58 -2.82
H 0.92 -0.09 1.58
H -0.79 0.74 -4.09
H 0.84 -1.96 -0.16
H 3.26 4.15 -0.08
H -3.29 -4.76 2.59
H 1.20 -0.12 -3.70
H 0.56 1.05 0.29
H -0.87 -0.93 3.81
H -0.12 2.96 -0.65
H -1.12 0.77 4.31
H -5.55 -0.56 4.07
H -1.96 2.02 -3.64
H 3.50 -0.79 -3.12
H 3.07 0.66 1.13
H -3.28 1.91 -1.27
H -1.28 -4.31 1.08
H -3.09 0.40 -0.41
H -0.38 -1.34 -2.35
H -1.56 -2.95 -0.01
H 2.40 -2.15 -3.26
H -2.32 2.02 0.14
H -0.63 -1.09 0.06
*
```

2.
The following is a quantum chemistry calculation of a molecular structure, C21H39Cl16N4O at a distorted geometry, from the Open Molecules 2025 dataset.

Properties
E_LUMO in eV: -5.7338
Gap between HOMO and LUMO in eV: 5.5
F_max in eV/A: 6.6
Energy in a.u.: -8480.086310

```
! RIJCOSX wB97M-V def2-TZVPD def2/J DEFGRID3
* xyz 1 1
Cl 8.00 -1.75 0.07
Cl 1.00 4.70 4.52
Cl 5.87 -6.03 -2.82
Cl 1.88 0.15 -4.82
Cl 3.27 -2.47 -2.05
Cl -5.11 4.51 -2.09
Cl 7.71 -4.09 -3.97
Cl 4.01 -3.49 0.58
Cl -3.05 2.70 -3.05
Cl 5.47 -7.98 2.65
Cl 7.28 -4.57 0.17
Cl 2.84 2.47 4.93
Cl 4.16 -7.08 0.21
Cl -8.36 1.78 -3.73
Cl 1.08 -2.04 -6.57
Cl -7.10 0.06 -1.75
O -2.45 1.68 1.06
N -3.51 3.15 3.81
N -6.45 -0.62 0.59
N -3.58 2.28 1.48
N -3.67 4.84 1.83
C -4.95 1.71 1.13
C 8.60 -3.41 -0.01
C -3.57 3.40 2.29
C -0.42 1.80 -0.39
C -1.43 2.66 0.63
C -7.39 0.33 -3.47
C -0.84 0.20 -0.43
C 1.04 1.25 2.48
C 4.36 -3.53 -1.15
C -7.73 1.89 0.64
C 2.27 -1.47 -5.40
C 4.16 -7.01 1.98
C -5.17 0.11 0.89
C 7.34 -5.80 -3.78
C 1.17 2.09 -0.15
C -4.51 2.85 -2.07
C 1.87 1.25 1.06
C -6.30 2.67 0.97
C 2.20 3.98 5.60
C -7.66 0.26 0.49
C 2.36 -0.29 0.60
H -4.28 2.57 -1.04
H -0.05 0.83 2.41
H 3.02 4.68 5.74
H 3.40 -0.58 1.08
H 2.29 -2.15 -4.55
H 1.36 3.24 0.07
H 1.72 0.71 3.27
H 4.29 -5.97 2.29
H -8.70 -0.28 0.29
H 2.90 1.81 1.30
H 3.20 -7.38 2.35
H -4.18 -0.57 0.98
H -0.83 -0.33 0.61
H 1.01 2.40 2.83
H -2.86 2.34 4.02
H -2.02 3.47 -0.02
H -4.46 2.80 4.10
H 2.37 -0.38 -0.58
H -3.39 4.94 0.83
H -0.68 2.22 -1.48
H 5.39 -3.19 -1.32
H -6.26 3.84 1.09
H -8.74 2.47 0.52
H -5.28 2.19 -2.47
H -7.93 -0.53 -3.88
H -1.89 0.14 -0.99
H 8.17 -6.30 -3.28
H -6.43 0.44 -3.98
H -0.84 3.14 1.53
H -0.07 -0.32 -1.18
H 7.19 -6.25 -4.77
H 1.57 -1.10 0.97
H 1.78 1.85 -1.14
H -3.09 5.48 2.45
H 1.72 3.77 6.56
H 4.24 -4.55 -1.52
H 9.32 -3.57 0.79
H 9.08 -3.57 -0.98
H 3.26 -1.45 -5.88
*
```

3.
The following is a quantum chemistry calculation of a molecular structure, C21H39Cl3N7O3PbSi at a distorted geometry, from the Open Molecules 2025 dataset.

Properties
E_LUMO in eV: 2.1915
Gap between HOMO and LUMO in eV: 5.4
F_max in eV/A: 2.5
Energy in a.u.: -3295.590946

```
! RIJCOSX wB97M-V def2-TZVPD def2/J DEFGRID3
* xyz -1 1
Pb 1.85 -1.14 0.37
Cl 0.12 -0.20 -1.86
Cl 1.84 -3.53 -0.89
Cl 1.94 1.64 0.44
Si 1.30 -0.31 -3.63
O 4.15 -1.79 0.92
O -1.82 -2.90 1.31
O -1.90 0.97 -0.59
N 0.76 -1.73 2.59
N 0.14 -2.22 4.69
N 0.40 -0.91 4.52
N -3.31 -1.48 0.28
N -0.09 0.03 5.42
N 5.64 -2.94 -0.38
N 0.63 -0.56 3.25
C 5.08 -1.82 0.06
C -1.82 2.47 4.23
C -1.22 3.50 3.50
C -2.05 3.48 -2.12
C -3.03 -1.93 -1.06
C 0.95 -2.00 -4.33
C -3.51 3.62 -0.11
C -1.83 1.07 2.26
C -1.46 2.18 1.50
C 0.84 0.94 -4.94
C 0.43 -2.69 3.47
C 3.06 0.02 -3.08
C -1.49 2.12 -0.04
C -2.10 1.24 3.62
C -2.70 -2.04 1.35
C -1.03 3.34 2.12
C 5.21 -4.26 0.06
C -4.67 4.24 -0.84
C 6.90 -2.85 -1.10
C -4.32 -0.44 0.43
C -2.40 3.16 -0.71
H -2.09 -2.50 -1.06
H 0.07 -0.31 6.36
H -5.17 -0.65 -0.23
H 7.75 -2.97 -0.42
H -2.07 2.62 5.28
H -0.02 -1.99 -4.85
H -2.56 0.42 4.17
H -0.16 0.72 -5.34
H -4.54 5.32 -1.03
H 1.72 -2.27 -5.07
H 5.64 -4.51 1.04
H -0.98 3.68 -2.21
H -4.88 3.75 -1.80
H -0.91 4.42 3.98
H -2.29 2.63 -2.78
H -3.89 0.54 0.15
H -1.99 0.12 1.75
H 0.39 -3.74 3.22
H 4.11 -4.32 0.11
H -3.85 -2.58 -1.41
H 3.61 0.34 -3.98
H -0.59 4.11 1.49
H -3.11 -1.64 2.31
H 0.29 0.94 5.21
H 3.52 -0.90 -2.67
H 0.82 1.96 -4.53
H 6.96 -1.87 -1.58
H -5.56 4.12 -0.21
H 5.49 -0.89 -0.38
H 0.92 -2.77 -3.55
H -2.94 -1.06 -1.72
H 3.09 0.81 -2.32
H -4.65 -0.39 1.47
H -2.61 4.36 -2.46
H 5.59 -4.96 -0.69
H 1.55 0.91 -5.79
H -3.64 3.56 0.98
H -0.44 2.37 -0.34
H 6.93 -3.65 -1.84
*
```

- Among the records above, which one has the highest F_max?
  C21H39Cl16N4O